A single C17H18ClNO6 molecule at a distorted geometry, computed with ωB97M-V/def2-TZVPD.

```
43
C17H18ClNO6 (ωB97M-V/def2-TZVPD)
Cl -4.16524 0.24856 -0.49626
O -1.08926 1.26257 0.12552
O 5.18994 2.11047 0.62651
O -3.98229 -2.12424 -1.96935
O 2.01773 -0.20917 -0.69248
O 0.03106 0.17985 2.80308
O 0.73576 -2.48378 -2.41319
N 4.16506 1.61826 1.44818
C 0.75828 0.93972 1.88721
C 2.93221 1.91210 1.27585
C 0.84149 0.14870 -0.52189
C 2.04574 1.29472 2.32364
C -2.70654 -1.62802 -1.74997
C -2.65907 -0.47363 -0.93864
C 1.41721 -3.39055 -1.57590
C -0.25675 -0.58482 -1.07029
C -1.38276 0.23287 2.76575
C 0.24514 3.66267 0.83504
C 0.88121 2.49121 -0.03712
C -1.57736 -2.26612 -2.11147
C 2.42180 2.60102 0.09799
C -0.31212 -1.78316 -1.94616
C -1.44516 0.07133 -0.59533
C -4.28416 -3.47364 -1.55365
C 0.32916 1.24112 0.50176
H 0.85285 -3.72990 -0.83413
H -1.63739 1.05238 2.16954
H -3.35313 -4.04987 -1.16633
H -0.51163 4.13064 0.24406
H -5.06881 -3.46692 -0.74061
H 0.67280 2.58251 -1.09330
H -1.71283 0.47970 3.74832
H 2.93597 2.09259 -0.72412
H -0.07437 3.31474 1.75735
H 1.00705 4.38980 1.15506
H -4.72820 -4.06846 -2.33588
H -1.91189 -0.68770 2.48276
H 2.44638 1.03780 3.37274
H 2.75340 3.62602 0.18467
H 2.36088 -3.00690 -1.29649
H 1.53519 -4.26889 -2.27687
H -1.76994 -3.09379 -2.76086
H 6.05261 2.06824 1.09526
```

Values from the calculation:
- Gap between HOMO and LUMO: 7.762 eV
- SMILES: COC1=C/C(=N/O)C[C@H](C)[C@]12Oc1c(Cl)c(OC)cc(OC)c1C2=O
- Lowest unoccupied orbital energy: -0.0140 Ha

natural (NBO) atomic charge list, values in e, 4 entries: Cl 0.034; O -0.493; O -0.587; O -0.510

A molecular structure, C20H22N5O3PRuS2 at a distorted geometry, computed with ωB97M-V/def2-TZVPD.

```
54
C20H22N5O3PRuS2 (ωB97M-V/def2-TZVPD)
Ru 0.83369 -0.46196 -0.11988
S 2.05800 0.65774 -1.69646
S 2.53090 -1.87636 -0.01353
P 3.62659 -0.59180 -1.24341
O -0.07526 1.39537 0.28152
O -4.14259 -0.86867 -4.98110
O 1.42207 0.85802 1.55122
N -0.68938 -0.68671 -1.23973
N -0.18781 -1.53762 1.39172
N -2.70309 -0.64893 -2.61928
N -0.26799 -2.88343 1.44937
N 0.61789 1.76033 1.24886
C 5.48750 -2.60164 -4.84949
C 4.02358 -0.91881 -3.95665
C 5.77037 -3.06262 -3.56750
C -1.65171 -0.67076 -1.89765
C 5.19001 -2.45123 -2.47147
C 6.87661 1.56786 1.05152
C 7.02647 1.31341 -0.30493
C -3.51751 -1.86747 -2.88135
C 6.04249 0.62346 -0.99283
C 4.90203 0.19606 -0.30509
C -3.27616 0.23292 -4.81820
C -3.62988 -2.03913 -4.38628
C -1.00260 -3.28254 2.50036
C -3.12935 0.57942 -3.34807
C -0.89891 -1.08755 2.42464
C 4.31360 -1.37962 -2.67337
C -1.42884 -2.15060 3.15512
C 4.75125 0.44940 1.06143
C 4.62237 -1.53415 -5.04477
C 5.74495 1.13548 1.73419
H -2.29422 0.01583 -5.25716
H -4.08655 0.88518 -2.92585
H 7.91250 1.64649 -0.82740
H 3.34607 -0.08826 -4.10873
H 6.44802 -3.89305 -3.42502
H 0.20425 -3.45742 0.77057
H -2.39322 1.36369 -3.18235
H 5.64306 1.32754 2.79336
H 4.41341 -1.17947 -6.04470
H 7.65149 2.10202 1.58488
H 5.94940 -3.07982 -5.70292
H 3.87902 0.10316 1.59913
H -0.99679 -0.02977 2.60270
H -4.50003 -1.70777 -2.43756
H -3.03842 -2.72252 -2.40878
H -2.65068 -2.29026 -4.81326
H -2.03426 -2.09863 4.04250
H -1.16727 -4.32809 2.70146
H 5.42425 -2.79844 -1.47133
H -4.32602 -2.84517 -4.60786
H 6.16404 0.41875 -2.04837
H -3.71900 1.07302 -5.34882
```

Values from the calculation:
- Charge: +2
- Gap between HOMO and LUMO (spin up / spin down): 5.929 / 5.769 eV
- Lowest unoccupied orbital energy (spin up / spin down): -0.3268 / -0.3296 Ha

natural (NBO) atomic charge list, values in e, 4 entries: Ru 0.720; S -0.179; S -0.055; P 1.260